[1]
A 2-piece molecular cluster, CH2N2O3Si overall in a non-equilibrium geometry, computed with the ωB97M-V functional and the def2-TZVPD basis.

XYZ file:
```
9
Properties=species:S:1:pos:R:3:nbo_charge:R:1
Si 0.506 0.062 -0.280 1.781
O -0.553 -0.320 0.868 -1.118
H 0.601 -0.764 -1.365 -0.166
N 4.328 -0.987 0.432 -0.503
O -0.050 2.250 0.980 -0.403
C 3.266 -0.778 0.117 -0.114
O 1.255 2.742 -0.695 -0.283
N 0.571 1.971 -0.079 0.225
H -0.972 0.291 1.582 0.580
```

Results
charge = 0
orbital gap (spin up / spin down) = 8.342 / 8.341 eV
molecular weight = 118.1 g/mol

[2]
A 2-piece molecular cluster, C4H6N2O overall, computed with the ωB97M-V functional and the def2-TZVPD basis.

XYZ file:
```
13
Properties=species:S:1:pos:R:3:nbo_charge:R:1
C -2.466 0.305 -1.929 0.068
H 2.918 -0.259 1.564 0.159
H -1.455 -0.796 1.812 0.216
N 2.443 0.081 -0.466 -0.710
H 0.143 0.656 -0.416 0.196
H 3.447 0.137 -0.607 0.357
O 0.960 -0.264 1.258 -0.494
C -0.120 0.114 0.490 0.101
C -1.334 -0.177 0.931 -0.450
H -2.228 0.187 0.445 0.215
H -1.608 0.935 -1.833 0.231
N -3.391 -0.376 -2.014 -0.302
C 2.200 -0.142 0.751 0.412
```

Results
charge = 0
SMILES = [H]/N=C/OC=C.C#N
orbital gap = 10.465 eV
molecular weight = 98.1 g/mol

[3]
One molecule with the formula C2H4N4S, computed with the ωB97M-V functional and the def2-TZVPD basis.

XYZ file:
```
11
Properties=species:S:1:pos:R:3:nbo_charge:R:1
H 0.320 -1.667 -1.786 0.415
N -1.060 -0.754 -0.582 -0.354
S 2.802 -0.221 -0.812 0.035
N 0.191 -0.985 -1.067 -0.376
C -0.825 0.193 0.296 0.461
N -1.824 0.800 1.030 -0.811
C 1.078 -0.193 -0.456 0.225
H -2.682 0.236 1.093 0.391
N 0.479 0.577 0.431 -0.538
H -1.524 1.167 1.935 0.393
H 3.045 0.847 -0.081 0.160
```

Results
charge = 0
SMILES = Nc1n[nH]c(S)n1
orbital gap = 9.282 eV
molecular weight = 116.1 g/mol

[4]
A 2-piece molecular cluster, C4H12 overall in a non-equilibrium geometry, computed with the ωB97M-V functional and the def2-TZVPD basis.

XYZ file:
```
16
Properties=species:S:1:pos:R:3:nbo_charge:R:1
C -0.803 -1.193 1.947 -0.633
C 0.027 -1.771 0.695 -0.624
C 1.027 1.841 -1.446 -0.621
H 0.362 -2.803 0.895 0.206
H 1.460 2.236 -0.457 0.196
H -1.104 1.606 -1.736 0.209
H -0.477 -0.172 2.313 0.217
H 1.856 1.310 -1.831 0.210
H -0.649 -1.918 -0.176 0.207
H 0.924 -1.111 0.495 0.211
H -0.454 1.112 -0.147 0.208
H -0.840 -1.960 2.770 0.210
H -0.208 0.085 -1.527 0.212
H 0.964 2.790 -1.963 0.210
C -0.235 1.135 -1.236 -0.623
H -1.930 -1.249 1.608 0.206
```

Results
charge = 0
SMILES = CC.CC
orbital gap = 12.316 eV
molecular weight = 60.1 g/mol